Entry from OMol25: a cluster of 2 separate species, CH5IOSi in total at a distorted geometry (ωB97M-V with the def2-TZVPD basis set).

Summary:
Relative energy (zero: lowest compared OMol25 entry of this formula, charge and spin) ... 313.09 kJ/mol
Spin multiplicity ... 1
Max |F| ... 3.949 eV/A
LUMO energy ... -0.60 eV
Gap between HOMO and LUMO ... 0.33035 Ha
HOMO level ... -9.6 eV

Last columns: bonded neighbours and bond lengths (Å).
Cartesian coordinates (Å):
1 I 2.588 -0.170 -0.097  Si2 2.481
2 Si 0.217 0.473 -0.444  I1 2.481, O3 1.628, C4 1.865, H6 1.530
3 O 0.037 1.912 0.296  Si2 1.628, H5 0.946
4 C -0.812 -0.821 0.421  Si2 1.865, H7 1.135, H8 1.132
5 H 0.771 2.508 0.289  O3 0.946
6 H -0.090 0.389 -1.940  Si2 1.530
7 H -0.835 -0.864 1.555  C4 1.135
8 H -1.891 -0.914 0.091  C4 1.132
9 H 0.016 -2.512 -0.173  no bonds